No. 1
C34H36F2MnN12P2Se2 as an isolated structure, computed with wB97M-V/def2-TZVPD.

Summary:
Total charge: +1
HOMO energy (spin up / spin down) in Eh: -0.3670 / -0.3670
E_tot in Eh: -8810.38134
HOMO-LUMO gap (spin up / spin down) in eV: 6.3 / 7.0
LUMO energy (spin up / spin down) in eV: -3.6 / -3.0
Maximum force in eV/A: 1.10
2S+1: 5

Each line ends with the Löwdin spin population.
Geometry (Å):
Mn: 0.3589 1.5476 -2.2990  4.042
Se: 2.0159 -1.0567 3.6247  0.002
P: 0.1066 -0.2433 3.3323  0.000
C: -0.3806 1.0545 4.4937  0.000
C: 0.1326 1.0067 5.7846  0.000
C: -0.2807 1.9354 6.7287  0.000
C: -1.2021 2.9130 6.3847  0.000
C: -1.7092 2.9689 5.0927  0.000
C: -1.3002 2.0425 4.1481  0.000
C: -1.2442 -1.4528 3.3926  0.000
C: -0.9852 -2.7509 3.8154  0.000
C: -2.0292 -3.6557 3.9479  0.000
C: -3.3268 -3.2764 3.6381  0.000
C: -3.5891 -1.9805 3.2096  0.000
C: -2.5529 -1.0673 3.1059  0.000
C: 0.0135 0.5837 1.7190  0.007
C: -0.2907 0.1799 0.4254  0.005
N: 0.1816 1.1683 -0.3676  -0.008
N: 0.7052 2.1326 0.3814  0.022
N: 0.6440 1.7835 1.6327  0.010
P: -1.0883 -1.1692 -0.4496  0.014
Se: -0.4886 -1.0294 -2.5212  0.085
C: -2.8676 -0.9458 -0.3267  0.002
C: -3.7129 -1.8049 -1.0310  0.001
C: -5.0836 -1.6189 -0.9796  0.000
C: -5.6152 -0.5612 -0.2510  0.000
C: -4.7750 0.3166 0.4168  0.000
C: -3.4011 0.1263 0.3803  0.000
C: -0.5722 -2.7183 0.2877  0.003
C: 0.7925 -2.8751 0.5310  0.001
C: 1.2700 -4.0745 1.0270  0.000
C: 0.3926 -5.1262 1.2572  0.000
C: -0.9648 -4.9690 1.0196  0.000
C: -1.4552 -3.7622 0.5460  0.001
H: 0.8654 0.2507 6.0387  0.000
H: 0.1236 1.8975 7.7318  0.000
H: -1.5199 3.6403 7.1209  0.000
H: -2.4159 3.7420 4.8194  0.000
H: -1.6798 2.1113 3.1356  0.000
H: 0.0340 -3.0380 4.0432  0.000
H: -1.8246 -4.6618 4.2914  0.000
H: -4.1386 -3.9859 3.7410  0.000
H: -4.6013 -1.6757 2.9746  0.000
H: -2.7716 -0.0469 2.8176  0.000
H: -3.3027 -2.6047 -1.6355  0.001
H: -5.7375 -2.2922 -1.5179  0.000
H: -6.6870 -0.4146 -0.2177  0.000
H: -5.1863 1.1531 0.9669  0.000
H: -2.7469 0.8163 0.8984  0.000
H: 1.4798 -2.0555 0.3580  0.000
H: 2.3243 -4.1824 1.2428  0.000
H: 0.7688 -6.0681 1.6355  0.000
H: -1.6506 -5.7819 1.2189  0.000
H: -2.5191 -3.6384 0.4055  0.000
N: 0.4149 0.1104 -7.4376  0.001
N: 0.2084 0.9591 -6.3719  0.003
N: -0.1408 2.2152 -6.5402  0.001
C: -0.1111 2.6613 -5.2954  0.007
N: 0.2319 1.6887 -4.4392  0.006
N: 0.4418 0.5959 -5.1590  0.004
H: -0.1534 0.4451 -8.2073  0.000
H: 0.1462 -0.8263 -7.1574  0.000
H: -0.3352 3.6758 -5.0128  0.000
F: -0.6181 3.6820 -2.5890  -0.004
C: -1.3970 2.5478 -2.2883  -0.193
F: -2.0249 2.7667 -1.1391  -0.041
H: -2.1166 2.3879 -3.0891  -0.013
C: 2.9904 0.3503 -1.3108  0.004
N: 4.4293 0.2978 -1.2247  0.002
C: 4.9215 1.5933 -0.7429  0.000
N: 4.5501 2.6755 -1.6616  0.000
C: 3.1118 2.7405 -1.7527  0.005
N: 2.5237 1.4390 -2.2565  0.019
C: 3.1691 1.1545 -3.5848  0.004
N: 4.6085 1.1002 -3.4978  0.001
C: 4.9850 0.0432 -2.5525  0.000
C: 5.1045 2.3810 -2.9825  0.000
H: 2.5783 0.5585 -0.3253  0.000
H: 2.5925 -0.5964 -1.6794  0.000
H: 6.0071 1.5542 -0.6600  0.000
H: 4.4985 1.7946 0.2418  0.000
H: 2.8222 3.5276 -2.4540  0.001
H: 2.6756 2.9467 -0.7783  0.000
H: 2.8776 1.9456 -4.2782  0.000
H: 2.7868 0.1988 -3.9450  0.000
H: 6.0716 -0.0014 -2.4853  0.000
H: 4.6165 -0.9159 -2.9203  0.000
H: 4.8300 3.1786 -3.6751  0.000
H: 6.1911 2.3378 -2.9144  0.000


No. 2
C26H30N6O4S as an isolated structure, computed with wB97M-V/def2-TZVPD.

Summary:
HOMO energy in Eh: -0.2720
E_tot in Eh: -2036.52196
HOMO-LUMO gap in eV: 7.4
LUMO energy in eV: 0.0
Maximum force in eV/A: 0.83

Each line ends with the natural charge from an NBO analysis.
Geometry (Å):
C: -0.4342 2.3700 5.4868  -0.401
N: -1.5185 1.8992 4.6595  -0.437
C: -1.2437 1.0734 3.5912  0.261
C: 0.0183 0.4923 3.4170  -0.317
C: 0.2830 -0.3604 2.3644  -0.125
C: -0.6953 -0.6704 1.4305  -0.087
C: -1.9574 -0.1161 1.6079  -0.171
C: -2.2292 0.7415 2.6517  -0.297
H: -3.2236 1.1492 2.7296  0.212
H: -2.7482 -0.3531 0.9096  0.203
C: -0.4682 -1.6233 0.2777  -0.139
N: -1.0768 -1.1275 -0.9649  -0.468
C: -0.7994 0.1247 -1.4074  0.676
O: -0.1333 0.9181 -0.7359  -0.673
C: -1.2426 0.5218 -2.7351  -0.443
C: -1.1240 1.8300 -3.2179  0.216
N: -0.7723 2.9089 -2.5098  -0.782
H: -0.3811 2.7529 -1.5924  0.430
H: -0.6522 3.7718 -3.0219  0.432
C: -1.4876 1.8655 -4.6017  0.003
N: -1.8197 0.7039 -5.1253  -0.579
S: -1.7567 -0.4974 -4.0454  0.719
C: -1.4543 3.0953 -5.4164  0.641
O: -1.0985 4.1734 -4.9663  -0.633
N: -1.8455 2.9162 -6.6930  -0.801
H: -2.1088 1.9963 -7.0019  0.417
H: -1.8425 3.6929 -7.3316  0.406
C: -1.9850 -2.0018 -1.6040  0.213
C: -1.5734 -3.2768 -1.9761  -0.252
C: -2.4772 -4.1461 -2.5598  -0.188
C: -3.7891 -3.7555 -2.7689  -0.210
C: -4.2035 -2.4912 -2.3840  -0.207
C: -3.3088 -1.6158 -1.7977  -0.239
H: -3.6268 -0.6295 -1.4913  0.225
H: -5.2290 -2.1877 -2.5317  0.219
H: -4.4908 -4.4377 -3.2242  0.217
H: -2.1532 -5.1336 -2.8512  0.219
H: -0.5526 -3.5803 -1.7992  0.246
H: -0.9780 -2.5688 0.5046  0.245
C: 1.0024 -1.9897 0.0125  0.680
O: 1.3600 -3.1514 -0.0581  -0.643
N: 1.8109 -0.9433 -0.2019  -0.627
C: 3.2297 -1.1149 -0.3905  -0.241
H: 3.6200 -0.2341 -0.9034  0.202
H: 3.3904 -2.0070 -1.0028  0.222
C: 3.9565 -1.3129 0.9527  0.083
C: 5.4735 -1.5090 0.7610  -0.432
H: 5.7756 -2.5340 0.9606  0.224
C: 6.0904 -0.5114 1.7429  -0.426
H: 7.0370 -0.1028 1.3977  0.214
C: 4.9899 0.5446 1.8325  -0.065
H: 5.0026 1.1201 2.7589  0.193
O: 3.7829 -0.1833 1.7981  -0.536
H: 5.0489 1.2377 0.9797  0.155
H: 6.2353 -0.9761 2.7183  0.206
H: 5.7531 -1.2585 -0.2632  0.202
H: 3.4930 -2.1656 1.4622  0.196
H: 1.4343 -0.0113 -0.0681  0.445
H: 1.2755 -0.7750 2.2830  0.217
H: 0.8217 0.7039 4.1021  0.214
C: -2.7410 2.6662 4.6640  -0.402
H: -2.8299 3.3120 3.7819  0.185
H: -3.6064 2.0006 4.6977  0.197
H: -2.7706 3.2934 5.5522  0.205
H: 0.0713 1.5263 5.9607  0.200
H: -0.8323 3.0043 6.2760  0.204
H: 0.3052 2.9468 4.9176  0.184


No. 3
C25H24FN6O3SeZn as an isolated structure, computed with wB97M-V/def2-TZVPD.

Summary:
Total charge: +1
HOMO energy in Eh: -0.3295
E_tot in Eh: -5801.72141
HOMO-LUMO gap in eV: 5.2
LUMO energy in eV: -3.8
Maximum force in eV/A: 4.50

Each line ends with the natural charge from an NBO analysis.
Geometry (Å):
Zn: -4.7747 0.1994 0.0931  1.592
F: 1.3023 -2.4106 0.6158  -0.346
C: 1.1003 -1.0550 0.7782  0.367
C: -0.2151 -0.6936 1.0352  -0.210
C: -0.6461 0.6467 0.8773  -0.109
C: -2.0835 0.9392 0.7032  0.518
O: -2.9454 0.0569 0.9956  -0.757
C: -2.3098 2.2817 0.1837  -0.317
C: -1.3150 3.2091 0.0678  0.164
N: 0.0061 2.9332 0.3432  -0.360
C: 0.9438 3.9738 -0.0340  -0.084
C: 0.8727 5.3049 0.6592  -0.406
C: 2.0130 4.3527 0.8961  -0.441
C: 0.3564 1.5917 0.6030  0.197
C: 1.7304 1.2349 0.4632  -0.280
C: 2.1551 -0.1500 0.5125  0.119
N: 3.5012 -0.4835 0.3386  -0.445
C: 4.0153 -1.7479 0.9026  -0.240
C: 5.5374 -1.7250 1.2479  -0.237
N: 6.2920 -1.1209 0.0875  -0.495
C: 5.7739 0.2306 -0.3461  -0.238
C: 4.2929 0.2016 -0.6802  -0.239
C: -3.6173 2.7516 -0.4889  0.774
O: -3.7618 3.9637 -0.6334  -0.627
O: -4.4858 1.8528 -0.8854  -0.895
H: -0.9721 -1.4276 1.2666  0.270
H: -1.5059 4.2228 -0.3215  0.274
H: 1.0956 4.1372 -1.1062  0.226
H: 0.2184 5.4584 1.5099  0.248
H: 1.0966 6.1185 -0.0892  0.238
H: 2.0856 3.8467 1.8748  0.240
H: 2.9261 4.6273 0.3755  0.223
H: 2.4349 2.0299 0.3800  0.227
H: 3.7802 -2.5588 0.1581  0.209
H: 3.4262 -1.9429 1.8082  0.261
H: 5.9069 -2.7760 1.4126  0.254
H: 5.7804 -1.0994 2.1117  0.234
H: 6.2624 -1.7590 -0.7053  0.436
H: 7.2583 -0.9816 0.3838  0.445
H: 6.3757 0.6252 -1.1824  0.253
H: 5.9690 0.8927 0.4962  0.231
H: 4.0330 -0.2833 -1.6488  0.207
H: 3.9137 1.2095 -0.7516  0.253
Se: -7.3837 0.1049 0.4108  -0.419
C: -8.0108 1.7432 0.1574  0.004
N: -8.5440 2.7685 -0.0858  -0.363
N: -5.1884 -4.0150 -0.4844  -0.537
C: -5.6953 -2.7767 -0.3924  0.284
N: -4.7805 -1.8382 -0.6141  -0.640
C: -3.5738 -2.4892 -0.9217  0.087
C: -2.3048 -2.0418 -1.2525  -0.219
C: -1.3237 -2.9964 -1.4689  -0.206
C: -1.5917 -4.3611 -1.4433  -0.209
C: -2.8738 -4.8407 -1.1627  -0.245
C: -3.8185 -3.8950 -0.8861  0.164
H: -5.7069 -4.8914 -0.4774  0.436
H: -6.7215 -2.5778 -0.0613  0.249
H: -2.0388 -0.9863 -1.2592  0.222
H: -0.3133 -2.6403 -1.6702  0.211
H: -0.8247 -5.0435 -1.6962  0.219
H: -3.1289 -5.9010 -1.0001  0.229


Record-wise relative energy (zero: lowest compared OMol25 entry of this formula, charge and spin) values, in kcal/mol: 6.5; 2.2; 5.5